Entry 1:
Formula: C4H11P3
Source: OMol25
Level of theory: ωB97M-V/def2-TZVPD

Properties
- Largest force on an atom: 4.05 eV/Å
- HOMO: -0.31574 hartree
- HOMO-LUMO gap: 8.56 eV
- Charge: 0
- E_LUMO: -0.001 Ha
- Relative energy (zero: lowest compared OMol25 entry of this formula, charge and spin): 28.0 kcal per mole
- Total energy: -32189.6589 eV

Each line ends with the Löwdin charge.
CARTESIAN COORDINATES (ANGSTROEM)
H -1.20363 1.23234 0.65749  -0.235
P -0.38039 1.40294 1.68100  0.794
C 0.45474 -0.06112 1.58917  -0.899
C 1.67298 -0.28673 2.78196  -0.139
P -0.29432 -1.55968 0.82389  0.797
C -1.04107 -0.92348 -0.83167  -0.699
P 0.30058 -0.26380 -1.91839  0.735
C -0.72092 1.04306 -2.65448  -0.398
H 2.31527 0.61893 2.75587  0.056
H 1.14983 -0.40106 3.74990  0.058
H 2.16468 -1.14937 2.42813  0.012
H 0.86377 -1.90878 0.29192  -0.125
H -1.44339 -1.90129 -1.29640  0.045
H -1.85454 -0.15440 -0.70177  0.021
H 0.88600 0.53666 -0.99091  -0.116
H -1.64915 0.49176 -3.08346  0.067
H -0.15970 1.66272 -3.42433  0.052
H -1.06073 1.62129 -1.85792  -0.026

Cartesian forces (eV/Å) of the 6 atoms listed first:
H -1.678 -0.441 -1.764
P 2.401 0.278 1.730
C 0.202 0.319 2.544
C -3.007 1.720 -2.094
P -1.666 1.548 0.315
C -0.234 -1.271 0.492



Entry 2:
Formula: C54H146N10O21
Source: OMol25
Level of theory: ωB97M-V/def2-TZVPD

Properties
- Largest force on an atom: 3.04 eV/Å
- HOMO: -0.31760 hartree
- HOMO-LUMO gap: 8.98 eV
- Charge: 0
- E_LUMO: 0.012 Ha
- Relative energy (zero: lowest compared OMol25 entry of this formula, charge and spin): 71.6 kcal per mole
- Total energy: -116251.0432 eV

Each line ends with the Löwdin charge.
CARTESIAN COORDINATES (ANGSTROEM)
C 1.46913 -32.97289 -12.97979  -0.229
C 1.48210 -31.67071 -13.70835  -0.265
O 2.00905 -30.62820 -12.94441  -0.074
O 0.56082 -32.93435 -11.88677  -0.076
H 2.43102 -33.03495 -12.47087  0.114
H 1.37987 -33.87032 -13.59194  0.121
H 0.46374 -31.40832 -13.99503  0.115
H 2.05699 -31.76684 -14.62941  0.116
H 1.80659 -29.84397 -13.45976  0.032
H 0.75636 -32.14287 -11.37989  0.007
C -2.56423 -26.47467 -7.61218  -0.255
C -1.19112 -26.92391 -7.97943  -0.267
O -1.02199 -28.29439 -7.79943  -0.059
O -2.69615 -26.03455 -6.29042  -0.051
H -3.21052 -27.32968 -7.81062  0.130
H -2.89988 -25.67803 -8.27610  0.098
H -0.35972 -26.33990 -7.58471  0.121
H -1.16337 -26.79783 -9.06176  0.105
H -0.79349 -28.44040 -6.87853  0.092
H -3.57665 -26.06100 -5.90883  0.089
C 0.59484 -26.14947 -18.53895  -0.250
C 2.10421 -26.28107 -18.41630  -0.248
O 2.67837 -26.90506 -17.29271  -0.062
O 0.30266 -25.37818 -19.69481  -0.072
H 0.35353 -25.56723 -17.64964  0.088
H 0.03627 -27.07341 -18.38920  0.101
H 2.46791 -25.25377 -18.39431  0.110
H 2.52334 -26.65056 -19.35221  0.116
H 2.81163 -26.21984 -16.63368  0.030
H -0.49816 -25.72292 -20.09660  0.027
C 7.35856 -27.11206 -9.26157  -0.244
C 5.88227 -27.00667 -9.48758  -0.253
O 5.35600 -28.29914 -9.69396  -0.073
O 7.62540 -27.55571 -7.95124  -0.062
H 7.78169 -26.11559 -9.38848  0.129
H 7.76106 -27.79670 -10.00813  0.113
H 5.56538 -26.41002 -10.34296  0.110
H 5.43994 -26.53726 -8.60888  0.110
H 6.09388 -28.86946 -9.46622  0.083
H 8.58458 -27.55075 -7.91175  0.102
C 6.76022 -24.51190 -15.14519  -0.062
C 5.32504 -24.91788 -15.63859  -0.382
C 4.14425 -24.04473 -15.07057  -0.162
O 2.95129 -24.46119 -15.79131  -0.253
C 1.71626 -23.91743 -15.23381  -0.049
N 5.38108 -25.03585 -17.11425  0.063
H 7.59059 -25.07245 -15.57457  0.074
H 6.86493 -24.38864 -14.06725  0.065
H 6.95019 -23.48003 -15.44061  0.065
H 5.08074 -25.87028 -15.16811  0.108
H 4.32363 -23.01134 -15.36725  0.118
H 4.08446 -24.00972 -13.98277  0.124
H 0.89758 -24.11587 -15.92552  0.078
H 1.84138 -22.85495 -15.02506  0.089
H 1.50043 -24.34134 -14.25309  0.075
H 5.66580 -24.15792 -17.52443  0.073
H 4.49995 -25.25108 -17.55854  0.036
C -0.13850 -22.09780 -18.51606  -0.052
C -1.62660 -22.39301 -18.71010  -0.425
C -2.31118 -23.32118 -17.71085  -0.200
O -2.50345 -22.82711 -16.37326  -0.171
C -2.73877 -23.87543 -15.42152  -0.092
N -2.28440 -21.07819 -18.79660  0.032
H 0.09917 -21.74198 -17.51357  0.077
H 0.21490 -21.44397 -19.31339  0.079
H 0.35440 -23.05384 -18.69248  0.050
H -1.80935 -22.91161 -19.65125  0.132
H -1.73735 -24.24281 -17.80789  0.102
H -3.30647 -23.51488 -18.11084  0.120
H -2.93688 -23.46692 -14.43058  0.077
H -1.84545 -24.49611 -15.35205  0.068
H -3.57475 -24.53900 -15.64265  0.082
H -3.23012 -21.27067 -19.09437  0.061
H -2.40891 -20.69001 -17.87252  0.067
C -1.06957 -21.47602 -9.98096  -0.074
C -1.66348 -22.48339 -10.91456  -0.463
C -1.96329 -23.80080 -10.14829  -0.181
O -2.58964 -24.84178 -10.96190  -0.194
C -1.73983 -25.35007 -11.98327  -0.094
N -2.92265 -21.94397 -11.29640  0.036
H -1.04048 -20.47966 -10.42200  0.082
H -0.01838 -21.61162 -9.72653  0.082
H -1.72163 -21.33543 -9.11891  0.084
H -1.08139 -22.68353 -11.81413  0.131
H -2.62749 -23.56958 -9.31555  0.118
H -1.10841 -24.19655 -9.59996  0.108
H -2.19665 -26.21658 -12.46139  0.086
H -0.81237 -25.70242 -11.53187  0.075
H -1.54315 -24.61733 -12.76590  0.066
H -3.33402 -21.56879 -10.45371  0.071
H -3.52525 -22.69343 -11.60506  0.071
C 11.79692 -29.58456 -12.13598  -0.052
C 10.28143 -29.86328 -11.83641  -0.427
C 9.35420 -29.02364 -12.75810  -0.181
O 7.95535 -28.97220 -12.37166  -0.195
C 7.16829 -28.02996 -13.09212  -0.116
N 9.93375 -31.27503 -11.96423  0.033
H 11.85611 -28.52445 -12.38248  0.063
H 12.07904 -30.08887 -13.06021  0.073
H 12.52371 -29.89603 -11.38575  0.071
H 10.09127 -29.53039 -10.81606  0.119
H 9.44713 -29.43106 -13.76481  0.129
H 9.78710 -28.02330 -12.76189  0.112
H 7.24387 -28.01931 -14.17944  0.085
H 7.22043 -27.00133 -12.73532  0.081
H 6.16737 -28.46154 -13.09039  0.084
H 8.93123 -31.37062 -11.88742  0.067
H 10.31600 -31.76696 -11.16925  0.070
C 3.27401 -31.33584 -7.83349  -0.083
C 2.53895 -31.47085 -9.15532  -0.384
C 1.22817 -30.59222 -9.06971  -0.127
O 0.60975 -30.79846 -10.38436  -0.262
C -0.63109 -30.10400 -10.62457  -0.061
N 3.55730 -30.96770 -10.08392  0.065
H 2.66896 -31.74072 -7.02226  0.076
H 3.51451 -30.31061 -7.55216  0.045
H 4.19831 -31.91311 -7.85644  0.080
H 2.20075 -32.47431 -9.41377  0.143
H 1.27324 -29.52869 -8.83529  0.095
H 0.57723 -31.01166 -8.30261  0.120
H -0.95622 -30.33812 -11.63826  0.086
H -0.48501 -29.02399 -10.60605  0.071
H -1.38064 -30.41236 -9.89575  0.092
H 3.72073 -29.99541 -9.86471  0.040
H 3.03134 -30.88822 -10.94250  0.030
C -7.55861 -27.20235 -16.62272  -0.081
C -6.22774 -27.80631 -16.18467  -0.388
C -6.46020 -28.83395 -15.06784  -0.192
O -6.85270 -28.33380 -13.78151  -0.189
C -6.80839 -29.31636 -12.75458  -0.108
N -5.57684 -28.34280 -17.41309  0.050
H -8.23864 -27.97361 -16.98440  0.074
H -7.56456 -26.59399 -17.52714  0.071
H -8.08481 -26.61997 -15.86637  0.078
H -5.61848 -26.93276 -15.95270  0.126
H -5.55043 -29.36500 -14.78779  0.108
H -7.05102 -29.70041 -15.36498  0.121
H -7.48217 -29.01992 -11.95068  0.089
H -5.79998 -29.49279 -12.38029  0.084
H -7.13736 -30.28401 -13.13344  0.080
H -6.12532 -29.09022 -17.81388  0.068
H -5.33027 -27.66613 -18.12120  0.040
C 6.10668 -26.22082 -5.14287  -0.039
C 5.73885 -27.71026 -4.84389  -0.437
C 4.66161 -28.24145 -5.76988  -0.216
O 3.47849 -27.47138 -5.50998  -0.184
C 2.46133 -27.72818 -6.49822  -0.080
N 6.94622 -28.48188 -5.00485  0.045
H 6.53639 -26.13264 -6.14070  0.057
H 6.77061 -25.86849 -4.35346  0.074
H 5.18073 -25.65108 -5.06469  0.069
H 5.25887 -27.81968 -3.87139  0.140
H 4.48421 -29.27272 -5.46475  0.122
H 4.93325 -28.21825 -6.82523  0.109
H 2.80681 -27.24823 -7.41386  0.083
H 1.50905 -27.29871 -6.18709  0.076
H 2.22715 -28.78856 -6.59219  0.070
H 6.71199 -29.45633 -4.87965  0.068
H 7.12105 -28.36907 -5.99318  0.033
C -5.79870 -27.48230 -21.42824  -0.105
O -5.23424 -26.64313 -20.43230  -0.202
C -3.85844 -26.93072 -20.11219  -0.214
C -2.89760 -26.67316 -21.26667  -0.170
N -1.48197 -27.01433 -21.02605  -0.066
C -1.14408 -28.42232 -20.76218  -0.188
C 0.29160 -28.83068 -21.03601  -0.219
O 0.73679 -28.36577 -22.29146  -0.199
C 2.09141 -28.73208 -22.64447  -0.068
H -5.68652 -28.55934 -21.30378  0.093
H -5.40615 -27.13490 -22.38391  0.081
H -6.86007 -27.23508 -21.40637  0.091
H -3.83560 -28.00600 -19.93510  0.106
H -3.55262 -26.50617 -19.15598  0.104
H -2.97885 -25.63029 -21.57315  0.130
H -3.18359 -27.33006 -22.08812  0.110
H -0.95910 -26.80990 -21.86563  0.112
H -1.83412 -29.12775 -21.22512  0.119
H -1.32124 -28.53143 -19.69222  0.099
H 0.42657 -29.90206 -20.88767  0.127
H 0.85448 -28.18994 -20.35725  0.102
H 2.76164 -28.00808 -22.18109  0.086
H 2.26228 -28.71150 -23.72080  0.084
H 2.29792 -29.76155 -22.35181  0.083
C -5.27807 -35.99067 -16.08102  -0.088
O -4.79211 -35.47204 -17.35255  -0.214
C -5.34949 -34.19506 -17.70487  -0.174
C -4.58533 -33.05017 -16.88790  -0.202
N -3.24016 -32.83780 -17.35402  -0.090
C -2.29330 -31.99736 -16.65056  -0.211
C -0.93328 -31.98858 -17.29059  -0.216
O -0.21813 -30.95914 -16.67641  -0.220
C 0.93346 -30.41155 -17.24945  -0.076
H -6.36165 -35.88316 -16.03203  0.078
H -4.84783 -35.49293 -15.21196  0.077
H -5.08342 -37.06112 -16.01510  0.084
H -6.43265 -34.30810 -17.65931  0.111
H -5.09181 -33.98355 -18.74264  0.111
H -4.73557 -33.24960 -15.82689  0.098
H -5.01038 -32.06112 -17.05892  0.103
H -2.81407 -33.73148 -17.55373  0.106
H -2.26504 -32.34924 -15.61930  0.124
H -2.76234 -31.01485 -16.70338  0.114
H -1.09853 -31.69042 -18.32592  0.124
H -0.56385 -33.00996 -17.19896  0.130
H 0.65656 -29.90937 -18.17640  0.073
H 1.71454 -31.16542 -17.34794  0.100
H 1.20151 -29.53585 -16.65835  0.066
C -2.19794 -27.58022 -16.57529  -0.090
O -1.08393 -27.19096 -15.75340  -0.186
C -0.93586 -28.11657 -14.72385  -0.235
C 0.30436 -27.70754 -13.95686  -0.191
N 1.57488 -28.11290 -14.51688  -0.040
C 2.70380 -27.39686 -13.91166  -0.158
C 2.80292 -27.43599 -12.36164  -0.171
O 1.98233 -26.46553 -11.69616  -0.205
C 2.08435 -26.42168 -10.25449  -0.065
H -3.15165 -27.60891 -16.04830  0.071
H -2.06398 -28.55076 -17.05299  0.079
H -2.41698 -26.81536 -17.32035  0.061
H -1.01210 -29.14925 -15.06423  0.115
H -1.81836 -28.00046 -14.09471  0.112
H 0.03805 -28.09924 -12.97515  0.110
H 0.22486 -26.62207 -13.89751  0.111
H 1.52918 -28.06750 -15.52482  0.075
H 2.70217 -26.37981 -14.30371  0.087
H 3.58674 -27.80691 -14.40193  0.119
H 3.84741 -27.21403 -12.14280  0.103
H 2.70996 -28.46516 -12.01485  0.109
H 1.80916 -27.40266 -9.86713  0.075
H 1.30358 -25.76128 -9.87718  0.072
H 3.06857 -26.05416 -9.96410  0.078

Cartesian forces (eV/Å) of the 6 atoms listed first:
C 0.960 0.572 1.913
C -0.612 -0.363 -1.394
O 0.383 -0.162 0.780
O -0.828 -1.245 -1.024
H 0.733 -0.280 -0.441
H -0.557 0.223 -0.049



Entry 3:
Formula: C14H18N
Source: OMol25
Level of theory: ωB97M-V/def2-TZVPD

Properties
- Largest force on an atom: 4.02 eV/Å
- HOMO: -0.47842 hartree
- HOMO-LUMO gap: 9.37 eV
- Charge: +1
- E_LUMO: -0.134 Ha
- Relative energy (zero: lowest compared OMol25 entry of this formula, charge and spin): 41.2 kcal per mole
- Total energy: -16292.3240 eV

Each line ends with the Löwdin charge.
CARTESIAN COORDINATES (ANGSTROEM)
C 2.86808 -1.94050 0.33657  -0.015
C 1.86195 -0.81390 0.30891  -0.401
C 0.46238 -1.18037 0.52019  0.076
N -0.35905 -0.33028 0.02850  0.027
C -1.75810 -0.26077 0.17163  -0.192
C -2.45994 -0.74785 -0.91622  -0.041
C -3.82082 -0.81271 -0.95326  -0.040
C -4.48530 -0.33229 0.20567  -0.016
C -3.74412 0.27200 1.25340  -0.067
C -2.38927 0.34118 1.29752  0.017
C 0.42307 0.70828 -0.59525  -0.433
C -0.31870 1.54701 -1.62339  0.023
C 1.04566 1.40056 0.62226  -0.116
C 1.99643 0.44381 1.27102  -0.064
C 1.56075 -0.19282 -1.12242  0.017
H 3.76470 -1.43118 0.00171  0.085
H 2.74644 -2.92430 -0.17694  0.108
H 3.05816 -2.19549 1.44627  0.121
H 0.03430 -1.96272 1.14287  0.187
H -1.92662 -1.34747 -1.66757  0.139
H -4.30845 -1.31149 -1.72921  0.099
H -5.58486 -0.60290 0.27974  0.137
H -4.24745 0.41699 2.17519  0.105
H -1.94023 0.57126 2.21315  0.106
H -0.98937 0.89830 -2.21622  0.090
H 0.37698 1.86593 -2.30438  0.056
H -0.93387 2.45182 -1.21862  0.144
H 0.23282 1.68992 1.28170  0.114
H 1.56583 2.39416 0.23656  0.183
H 2.99208 0.83986 1.22676  0.124
H 1.61332 0.33299 2.35296  0.161
H 2.41034 0.24654 -1.55961  0.129
H 1.07990 -0.89062 -1.78788  0.139

Cartesian forces (eV/Å) of the 6 atoms listed first:
C 1.065 -0.142 2.611
C -1.134 -0.930 -1.541
C -1.533 -1.064 1.642
N 0.444 -0.679 0.614
C -0.954 0.800 0.659
C 1.033 -1.205 -0.493



Entry 4:
Formula: CH3N3O3
Source: OMol25
Level of theory: ωB97M-V/def2-TZVPD

Properties
- Largest force on an atom: 2.46 eV/Å
- HOMO: -0.41002 hartree
- HOMO-LUMO gap: 11.63 eV
- Charge: 0
- E_LUMO: 0.017 Ha
- Relative energy (zero: lowest compared OMol25 entry of this formula, charge and spin): 20.4 kcal per mole
- Total energy: -11694.9987 eV

Each line ends with the Löwdin charge.
CARTESIAN COORDINATES (ANGSTROEM)
N -0.86838 0.22624 -0.15316  0.170
N -1.31656 -1.05802 -0.03687  -0.527
O -0.48546 -1.89955 0.13407  0.049
O -2.50419 -1.22099 -0.02839  0.067
H 0.08348 0.21961 -0.30621  0.046
H -1.49854 1.06683 -0.26102  0.164
N 2.28611 -0.69788 0.42911  0.143
C 3.43758 -0.57106 0.04134  -0.406
O 4.48864 -0.20232 -0.25890  0.176
H 1.93558 -1.64186 0.79043  0.117

Cartesian forces (eV/Å) of the 6 atoms listed first:
N -2.281 0.926 0.107
N -0.946 1.905 0.472
O 1.257 -1.123 -0.110
O -1.209 -0.198 -0.196
H 2.366 0.495 -0.270
H 0.861 -2.110 0.070